C18H42N6O6 | wB97M-V/def2-TZVPD

Results
Energy relative to the best compared isomer or geometry (same formula, charge and spin) ... 485.9 kJ/mol
Molecular weight ... 438.57 g mol⁻¹
F_max ... 3.12 eV/Å
2S+1 ... 1

```
72
Properties=species:S:1:pos:R:3:mulliken_charge:R:1
C -3.003 1.257 -5.002 0.182
O -0.852 1.491 2.407 -0.648
H 5.906 3.144 -4.107 0.308
H -0.240 -2.381 6.850 0.262
C -3.670 1.395 3.800 -0.839
H -0.829 2.444 -5.923 0.356
H -3.360 2.031 1.427 0.222
H 2.887 0.369 7.345 0.318
H -0.027 -5.711 -4.877 0.311
O 0.402 -1.507 5.140 -0.564
H 0.335 -1.823 8.808 0.304
O -4.027 0.674 -4.623 -0.611
H 1.825 2.572 -4.089 0.181
H 1.689 -4.745 -2.844 0.334
H 5.330 1.808 -5.028 0.304
H 3.569 -1.142 7.096 0.341
H 1.257 1.824 -0.508 0.406
C 2.795 2.176 -4.429 0.348
H -0.049 2.243 -4.401 0.143
N 3.853 2.499 -3.660 0.047
H -4.424 3.526 1.405 0.357
H 5.729 1.586 -3.256 0.330
H -3.537 0.519 3.165 0.274
H 2.259 -0.487 0.632 0.339
H 0.838 -5.417 -1.519 0.329
H -2.728 1.837 4.124 0.285
H -0.827 -0.846 -4.126 0.378
H 4.240 4.017 -2.317 0.387
C -3.732 2.901 1.970 -0.709
C 0.808 -4.585 -2.222 -0.803
H 2.785 -0.299 5.755 0.282
H 0.103 -0.359 2.638 0.246
C -0.710 -5.734 -4.028 -0.892
H 0.982 -1.613 1.078 0.344
H 1.816 -2.668 8.667 0.370
H -4.214 1.026 4.669 0.311
H -0.841 0.338 -2.816 -0.232
H -2.286 -0.662 -3.284 0.314
H 0.953 -3.651 -1.679 0.103
N 1.462 -1.272 7.191 0.138
C 3.824 3.012 -2.257 -0.975
H 1.053 -0.903 -0.606 0.174
O 2.765 1.503 -5.425 -0.582
C -1.436 -3.995 -2.445 0.056
H -2.406 -4.368 -2.806 0.374
C 5.310 2.235 -4.025 -0.945
C -5.687 2.741 3.402 0.172
H 1.790 -0.998 9.277 0.319
N 0.272 0.347 0.782 0.181
C -1.429 -0.085 -3.631 -0.471
H -6.102 3.496 2.717 0.261
H -0.311 2.285 0.143 0.375
N -4.386 2.446 3.156 0.023
N -1.793 1.022 -4.549 0.216
O -6.372 2.289 4.292 -0.570
C 0.267 1.449 -0.248 -0.752
C 1.214 -0.746 0.460 -0.875
H -2.821 3.448 2.214 0.209
C -0.176 0.522 2.040 0.322
O -1.312 -3.039 -1.661 -0.584
N -0.454 -4.686 -2.975 0.144
H 0.003 0.902 -5.492 0.373
H -3.045 2.148 -5.648 0.248
H -0.235 1.171 -1.174 -0.125
C 0.548 -1.810 6.335 0.083
H 2.892 3.225 -1.733 0.227
C 1.380 -1.679 8.531 -1.001
C 2.693 -0.560 6.809 -0.867
H -0.633 -6.787 -3.756 0.329
C -0.642 1.707 -5.141 -0.884
H -1.679 -5.549 -4.491 0.320
H 4.436 2.483 -1.526 0.367
```

=====

C18H43BiCl3P2 | wB97M-V/def2-TZVPD

Results
Molecular weight ... 636.83 g mol⁻¹
F_max ... 2.33 eV/Å
2S+1 ... 1
Charge ... -1

```
67
Properties=species:S:1:pos:R:3:mulliken_charge:R:1
H 1.928 3.610 2.397 0.262
H 0.849 2.260 2.836 0.161
H -2.619 -3.679 1.794 0.218
H -2.428 3.249 -2.573 0.483
H -3.714 -1.376 -1.290 0.368
H -1.758 2.321 1.691 0.078
H -1.658 -4.520 -2.216 0.315
H -1.724 1.636 -2.326 0.247
C -0.600 4.772 -1.504 -1.746
Bi -0.114 -0.012 0.276 0.664
H -3.335 -4.153 -1.861 0.460
H -2.183 3.931 1.049 0.230
H 2.270 2.091 -1.498 0.480
C -2.319 -4.086 -1.458 -1.629
H 0.566 -3.041 -2.299 0.461
C -1.956 -2.636 -1.116 0.738
H 1.565 -5.039 -0.210 0.328
C 0.786 -3.388 2.294 -1.371
C -1.855 2.620 -1.875 -1.429
H 2.416 4.735 0.038 0.314
Cl 0.562 0.008 -2.541 -0.590
C 0.958 -3.304 -1.319 0.933
C 2.252 2.663 -0.564 0.863
H 1.712 -3.735 1.825 0.263
H 1.549 -5.265 -1.947 0.453
C 2.696 4.101 -0.803 -1.736
Cl -0.963 0.167 2.716 -0.594
H 3.904 1.324 -0.120 0.305
H 2.634 -2.525 -0.153 0.160
P -0.336 -2.662 -0.161 -0.653
H 0.926 -2.315 2.510 0.124
C -0.455 -3.596 1.435 0.817
H -0.849 5.193 -2.489 0.442
H 3.789 4.174 -0.884 0.469
C 2.363 -2.706 -1.201 -1.247
C 0.886 3.325 2.565 -1.495
H -3.845 -2.595 0.008 0.403
H -1.676 -2.111 -2.043 0.415
H 0.687 -3.904 3.262 0.491
H 2.290 4.538 -1.708 0.332
H 2.659 1.326 1.113 0.040
C -1.708 -3.275 2.232 -1.361
H 0.169 2.980 -2.435 0.493
H 0.296 5.283 -1.162 0.365
H -1.698 3.721 2.743 0.451
H 2.405 -1.746 -1.725 0.220
H 0.531 3.889 3.435 0.549
C 3.207 1.989 0.413 -1.216
H -0.491 -4.643 1.138 0.571
H 3.799 2.706 1.008 0.348
H -2.292 -4.728 -0.570 0.295
H -1.603 -3.692 3.240 0.491
H 3.105 -3.382 -1.653 0.447
Cl 2.248 -0.675 1.414 -0.729
H -1.702 0.347 -0.416 -0.014
H 0.045 -5.291 -1.046 0.398
C -0.024 3.617 1.380 0.720
C -1.498 3.390 1.717 -1.227
H 0.100 4.673 1.123 0.502
C -0.487 3.258 -1.603 1.050
H -1.418 5.056 -0.836 0.289
C -3.156 -1.893 -0.486 -1.446
P 0.442 2.602 -0.118 -0.786
H -2.450 2.526 -0.948 0.180
H -1.819 -2.186 2.367 0.096
H -2.872 -1.123 0.249 0.275
C 1.007 -4.800 -1.115 -1.786
```

=====

C18H43F5N3O12S4 | wB97M-V/def2-TZVPD

Results
Molecular weight ... 716.81 g mol⁻¹
F_max ... 1.11 eV/Å
2S+1 ... 1
Charge ... +1

```
85
Properties=species:S:1:pos:R:3:mulliken_charge:R:1
C -0.907 9.494 -0.880 -1.117
C -1.402 2.678 -1.823 -0.408
H 4.193 -7.835 0.264 0.338
F 0.317 -1.400 0.805 -0.315
C -0.621 5.202 -4.686 -0.960
O 0.702 4.568 -2.507 -0.690
H 3.255 -4.156 -2.416 0.327
H 1.099 -5.446 -2.065 0.273
H -4.037 -10.405 -1.002 0.270
H 1.840 -3.102 -2.254 0.399
C 1.024 11.383 -4.792 -0.929
H -1.969 4.151 -0.346 0.292
H -0.539 10.431 -0.466 0.386
C -4.201 -9.478 -1.552 -0.978
N 0.100 -0.556 5.639 -0.037
H -0.075 4.417 -5.200 0.340
H 0.010 11.482 -5.168 0.313
C 3.478 -7.558 1.035 -0.969
C 2.481 -3.813 -1.731 -1.218
O -1.141 -9.595 -2.618 -0.625
C 1.889 -0.173 3.935 -0.213
H 2.596 -8.191 1.004 0.245
H 1.913 -1.544 5.610 0.390
H 1.553 10.568 -5.277 0.308
S -0.624 4.856 -2.966 1.328
O 2.255 10.732 -2.570 -0.647
H 0.930 1.824 5.896 0.266
C -3.520 -8.321 -0.858 -0.372
H -0.364 2.618 -1.492 0.388
O 1.907 -5.544 1.644 -0.668
H -2.336 2.476 0.093 0.227
C -0.624 0.549 5.749 0.695
O -1.450 3.499 -3.016 -0.299
H -1.008 8.768 -0.072 0.372
H -3.940 -8.142 0.129 0.268
H 0.445 -9.318 -0.278 0.443
C 0.593 -0.493 1.756 0.540
H 1.583 0.853 3.718 0.300
C 1.303 -1.161 2.905 -0.708
H -0.122 6.162 -4.803 0.361
F -0.579 1.254 2.882 -0.299
C 1.640 -4.971 -1.249 -0.257
S 3.000 -5.888 0.776 1.271
H -1.703 1.691 -2.167 0.261
N -0.049 1.700 6.106 -0.502
H -0.399 -1.313 5.188 0.277
H -3.591 -7.398 -1.433 0.351
O -1.305 -7.142 -2.402 -0.651
N -1.952 0.504 5.623 -0.331
S 0.953 11.066 -3.065 1.208
C -2.314 3.192 -0.730 -0.830
H -0.314 7.960 -2.259 -0.186
H 1.046 8.824 -1.536 0.388
C -0.767 0.158 2.118 0.727
H 0.363 -7.522 -0.226 0.246
O -2.114 -8.584 -0.586 -0.282
H -1.651 5.262 -5.028 0.326
H -1.891 9.676 -1.312 0.276
F -1.505 -0.710 2.860 -0.317
O 2.452 -6.048 -0.696 -0.167
H -3.328 3.326 -1.106 0.299
H -2.539 1.125 6.158 0.243
H -2.395 -0.195 5.048 0.193
H 3.943 -7.596 2.017 0.404
H -5.273 -9.283 -1.599 0.385
H 1.566 12.319 -4.908 0.371
H -0.588 2.533 5.918 0.268
O -1.390 5.850 -2.278 -0.628
F -1.468 0.499 1.045 -0.228
H -3.828 -9.613 -2.566 0.301
O 0.216 12.109 -2.422 -0.612
H 2.111 -1.747 2.462 0.376
F 1.344 0.477 1.206 -0.295
H 1.200 -8.344 -1.574 0.460
O 0.076 9.746 -3.129 -0.251
H 2.968 -3.300 -0.902 0.280
C 0.380 -8.403 -0.862 -1.094
S -1.105 -8.428 -1.796 1.244
C 1.548 -0.545 5.370 -1.341
H 0.607 -1.879 3.343 0.384
C 0.033 8.932 -1.924 0.129
H 2.016 0.128 6.092 0.441
H 2.977 -0.174 3.842 0.469
O 4.164 -5.057 0.784 -0.606
H 0.911 -4.672 -0.495 0.385
```

=====

C18H43N2O4Si3Zn | wB97M-V/def2-TZVPD

Results
Molecular weight ... 501.20 g mol⁻¹
F_max ... 1.07 eV/Å
2S+1 ... 1
Charge ... +1

```
71
Properties=species:S:1:pos:R:3:mulliken_charge:R:1
H 0.903 1.927 2.961 0.379
H 0.279 2.802 -2.656 0.455
C -2.846 1.062 -3.129 -1.237
H 0.597 0.632 -4.008 0.440
H -3.748 -2.541 0.611 0.345
H -5.030 0.773 0.966 0.388
N 1.620 -0.483 4.125 0.167
H -1.156 2.666 1.221 0.126
C 1.682 1.334 2.465 -1.163
C -0.422 2.518 -1.878 -1.052
C 2.905 0.833 -0.760 0.959
O 2.346 -0.265 -0.696 -0.827
H -0.038 -4.110 -2.102 0.329
H -2.267 -3.058 1.385 0.324
H 0.802 -0.629 -2.805 0.202
H -2.602 -3.612 -2.649 0.441
H 1.338 -3.858 -1.008 0.293
Zn 0.430 -0.494 0.107 0.645
H -3.102 -0.909 2.635 0.431
H 2.666 1.685 2.797 0.591
Si -2.545 0.607 0.705 0.617
H 1.585 -2.490 3.595 0.311
Si -1.785 -2.042 -0.884 0.188
H -2.688 1.567 -4.078 0.403
H 2.897 0.376 5.547 0.314
H 5.390 2.252 -2.355 0.289
H -4.620 -0.610 -0.027 0.273
H -3.509 1.687 -2.542 0.296
H -0.417 -0.784 -4.048 0.396
C -4.365 0.422 0.184 -1.161
H 2.283 2.838 -0.247 0.521
H 1.239 0.083 6.078 0.368
C 2.585 1.921 0.276 -1.194
O -0.187 -2.539 -0.778 -0.184
O 1.248 -0.986 1.980 -0.897
H 4.493 2.960 -1.011 0.400
H 3.574 0.416 -3.684 0.360
H -2.005 -2.151 -3.406 0.344
H -2.800 2.828 1.818 0.449
C -2.197 2.464 0.990 -1.043
H 3.661 -0.838 -2.430 0.258
C 0.254 -3.840 -1.087 -1.091
C -1.413 -0.197 -0.602 0.810
H -3.569 -2.162 -2.618 0.343
C 1.505 -0.142 2.845 1.104
H 1.583 1.436 5.002 0.395
C 0.066 -0.080 -3.383 -1.127
H 2.329 -2.139 5.172 0.408
C -2.553 -2.532 -2.553 -1.370
H -4.588 0.995 -0.707 0.291
C 4.052 0.125 -2.747 -1.045
H -2.973 -4.012 0.094 0.418
H -2.458 3.052 0.119 0.295
C -2.783 -2.997 0.432 -1.252
H 5.127 0.047 -2.904 0.393
C 1.517 -1.883 4.493 -1.132
H -3.362 0.131 -3.332 0.313
C -2.280 -0.244 2.401 -1.043
H -0.166 -4.568 -0.391 0.315
H 3.473 2.127 0.884 0.671
H 0.564 -2.076 4.986 0.341
H -1.184 3.289 -1.837 0.462
H -2.211 0.479 3.206 0.433
O 1.491 1.537 1.082 -0.410
N 3.787 1.112 -1.717 0.128
Si -1.191 0.793 -2.226 0.550
C 1.850 0.410 5.236 -1.028
H -1.370 -0.836 2.410 -0.012
H 3.809 2.986 -2.651 0.303
C 4.395 2.403 -1.936 -0.938
H 0.102 2.534 -0.930 -0.071
```

=====

C18H43N3O5 | wB97M-V/def2-TZVPD

Results
Molecular weight ... 381.56 g mol⁻¹
F_max ... 9.95 eV/Å
2S+1 ... 1

```
69
Properties=species:S:1:pos:R:3:mulliken_charge:R:1
H 0.637 3.986 -0.513 0.227
H -2.327 1.972 1.232 0.202
H 0.753 -3.020 -1.409 0.122
H -1.500 -2.999 1.662 0.248
C 1.162 -1.395 -4.270 -0.720
H 0.998 -2.540 -4.563 0.253
N 0.002 1.303 1.536 -0.445
H -0.805 -6.549 1.721 0.279
C -5.357 3.286 0.595 0.329
H -0.137 1.553 0.552 0.309
H -2.313 1.625 2.973 0.278
H 2.884 -4.377 -1.804 0.221
H -0.265 3.928 1.431 0.162
H 1.711 -3.830 1.803 0.402
N -1.233 -5.623 1.766 -0.769
H -3.655 1.036 1.998 0.280
H -6.022 2.433 2.308 0.327
C 3.653 -3.951 -2.612 -0.008
H 0.052 -5.044 3.310 0.435
H 2.367 0.015 -1.437 -0.135
C 2.472 -0.162 -2.613 0.042
N -6.422 3.027 1.575 -0.748
O 1.718 -1.391 -2.908 -0.094
H -0.190 -2.551 2.770 0.294
O -3.664 3.058 2.424 -0.441
H 2.018 0.814 -3.122 0.232
H -1.372 -5.373 0.783 0.341
C 0.983 2.247 2.091 0.264
C -2.956 1.866 2.121 -0.567
C -5.135 2.027 -0.241 -1.346
H -5.982 1.868 -0.919 0.347
C 0.476 -3.126 -0.356 -0.444
H 1.886 -0.963 -5.096 0.248
C -0.928 -3.327 2.533 -1.369
C 4.422 -3.193 -3.546 -0.264
C 5.239 -1.927 -4.274 -0.308
H 1.554 -5.559 1.548 0.355
H 5.571 -2.292 -5.346 0.282
H 0.430 0.378 1.490 0.103
C -0.251 -4.679 2.322 0.403
H -4.278 4.821 1.649 0.368
H 1.033 -2.385 0.225 0.236
H -5.046 1.125 0.368 0.264
H 1.287 1.882 3.079 0.322
H 1.045 4.375 2.539 0.396
H -4.231 2.117 -0.854 0.327
C 2.257 2.321 1.217 -0.850
H 6.196 -1.686 -3.631 0.265
C 1.022 -4.606 1.447 -0.729
H 4.495 0.864 -2.843 0.213
H -3.246 3.907 0.563 0.270
H -1.632 -3.381 3.371 0.365
H 2.268 4.541 -0.006 0.330
H 1.988 3.906 -1.640 0.248
C 1.711 3.801 -0.586 -0.746
O 2.004 2.471 -0.183 -0.180
H -6.634 3.899 2.062 0.272
H -5.705 4.068 -0.089 0.407
H 2.789 1.367 1.317 0.361
C 0.307 3.599 2.302 -1.283
C 4.087 -0.255 -2.910 -0.489
H 0.133 -0.799 -4.338 0.253
H -0.598 -2.941 -0.283 0.241
O 4.402 -0.717 -4.274 -0.342
O 0.769 -4.455 0.047 -0.437
C -4.072 3.810 1.278 -0.576
H -0.397 3.545 3.140 0.352
H 2.946 3.097 1.572 0.449
H 4.622 -0.845 -2.053 0.368
```

=====

C18H43NO8 | wB97M-V/def2-TZVPD

Results
Molecular weight ... 401.54 g mol⁻¹
F_max ... 2.41 eV/Å
2S+1 ... 1

```
70
Properties=species:S:1:pos:R:3:mulliken_charge:R:1
H -0.748 -4.184 1.922 0.025
C 5.258 5.294 0.792 -1.269
H 4.947 3.947 3.199 0.367
C 3.981 4.882 1.508 0.405
C -3.228 0.055 -3.304 -1.186
H 0.951 2.214 0.618 0.206
H -5.230 -5.377 0.515 0.373
H 6.031 4.532 0.924 0.328
H -3.067 -2.637 -3.986 0.404
H -0.002 0.771 0.205 0.270
H 1.323 4.141 -3.963 0.443
H -4.199 -5.144 4.137 0.348
H -4.690 -2.306 -3.359 0.376
H 1.661 -3.436 3.797 0.411
C 4.205 4.726 3.004 -1.399
H 5.080 5.399 -0.278 0.331
H 0.112 1.102 -2.241 -0.105
H -3.483 -3.626 2.311 0.257
O -0.321 3.474 -2.443 -0.471
H -2.641 -0.080 -4.218 0.311
C -3.110 -1.164 -2.405 0.526
H 3.207 5.628 1.331 0.241
H 1.858 -1.776 3.211 0.341
H -3.664 -0.987 -1.482 0.257
H -2.842 0.941 -2.798 0.182
H -5.588 -3.695 0.940 0.392
H -1.236 -1.520 -2.811 0.305
H 3.287 0.375 -1.850 0.271
C 1.760 0.972 -0.924 1.006
H -4.158 -4.091 -0.028 0.189
O 3.771 4.318 -1.896 -0.370
H 3.409 3.846 -1.126 0.379
O -2.888 -5.498 1.844 -0.524
O 3.477 3.656 0.963 -0.421
H 3.282 4.430 3.502 0.332
C 1.028 3.027 -2.184 0.832
O 0.617 -2.117 0.878 -0.397
H 1.635 1.124 -3.065 0.635
C 1.140 -3.152 1.708 0.353
H -5.613 -4.328 3.447 0.375
H -0.269 -1.913 1.192 0.283
H 4.140 2.971 1.103 0.275
O 2.661 4.785 -2.653 -0.291
O -2.138 2.986 -1.168 -0.470
H 4.558 5.657 3.449 0.394
C 1.947 3.707 -3.192 -1.012
H -4.265 0.244 -3.587 0.424
H -0.656 4.182 -0.514 0.441
C 1.126 1.493 -2.185 -0.714
H 2.594 2.983 -3.678 0.331
H 0.211 -4.724 0.556 0.303
N 2.903 0.417 -0.909 -0.852
C 0.999 1.170 0.330 -1.023
H -5.255 -6.012 3.028 0.347
H 0.245 -2.406 3.528 0.305
C 0.271 -4.394 1.594 -0.962
H 1.456 0.630 1.144 0.273
C -3.641 -2.419 -3.081 -1.400
H 5.638 6.241 1.177 0.393
H 2.140 -3.365 1.329 0.275
C -1.064 3.547 -1.312 0.024
H 0.664 -5.214 2.198 0.403
O -1.750 -1.357 -2.014 -0.509
H 1.307 3.393 -1.196 0.213
C -4.809 -5.036 3.240 -1.434
C -3.956 -4.578 2.067 0.645
C -4.785 -4.420 0.801 -1.241
H -3.547 -3.281 -2.419 0.295
C 1.236 -2.669 3.148 -1.355
H -3.274 -6.352 1.625 0.309
```

=====

Number 1: Kohn-Sham gap 8.831 eV. Number 2: Kohn-Sham gap 5.955 eV. Number 3: Kohn-Sham gap 8.867 eV. Number 4: Kohn-Sham gap 8.916 eV. Number 5: Kohn-Sham gap 9.589 eV. Number 6: Kohn-Sham gap 10.535 eV.